ORCA calculation (ωB97M-V/def2-TZVPD) on 12 unconnected molecules or ions with the total composition C79H176N10O15P2 at a distorted geometry.

**Orbital gap (spin up / spin down)**: 5.2 / 1.4 eV
**Total charge**: +3
**Lowest unoccupied orbital energy (spin up / spin down)**: -5.89 / -9.77 eV
**Spin multiplicity**: 2

```
282
Properties=species:S:1:pos:R:3:forces:R:3
C 2.475931 -7.827241 -0.207660 -1.0 -0.4 -0.6
C 1.668401 -6.499921 -0.255070 1.3 -0.6 0.2
C 0.716641 -6.442771 0.927110 0.0 1.4 0.6
C 0.308161 -4.961701 1.328200 -0.2 -1.6 -0.2
P -0.444359 -4.969861 2.995700 -0.9 1.2 -1.5
C 0.661281 -5.635031 4.287830 0.1 -1.3 -0.6
C 0.265871 -7.096971 4.684530 1.1 0.7 2.0
C 1.310911 -7.714141 5.712130 -1.5 0.2 -0.8
C 0.848881 -9.106551 6.127360 0.9 -0.9 0.1
C -0.927959 -3.240411 3.312690 0.9 -1.0 0.7
C -2.084109 -2.699021 2.530840 -0.3 1.5 -0.9
C -2.498429 -1.351491 3.099670 -0.3 -0.2 1.4
C -3.272269 -1.550041 4.437490 -0.7 0.5 -0.8
C -2.029259 -5.898181 2.772770 0.5 0.0 1.4
C -3.065569 -5.691921 3.930250 0.5 0.1 -0.4
C -4.464929 -5.941291 3.394140 0.0 -0.2 0.9
C -5.553629 -6.233711 4.459280 0.1 0.0 -1.1
H 3.084501 -7.994291 0.681070 0.3 0.6 -0.1
H 3.032311 -8.003991 -1.128150 0.4 0.2 0.1
H 1.816201 -8.694751 -0.190710 -0.4 0.0 0.0
H 1.189631 -6.304371 -1.214560 -0.6 -0.6 0.0
H 2.407681 -5.699271 -0.277970 0.0 0.2 0.8
H 1.177431 -6.820831 1.839710 0.6 -0.3 -0.1
H -0.111589 -7.134501 0.773320 -0.4 0.4 -0.2
H -0.441089 -4.564051 0.643660 -0.2 0.0 -0.1
H 1.182211 -4.312751 1.273450 0.1 0.0 0.4
H 0.744931 -4.986591 5.159970 -0.5 0.0 0.0
H 1.676001 -5.642361 3.889840 0.1 0.2 -0.4
H 0.184351 -7.832281 3.884040 -0.2 0.4 -0.3
H -0.670149 -6.995741 5.233820 -0.3 -0.4 -0.2
H 1.367751 -7.161581 6.649970 -0.1 0.6 -0.3
H 2.291891 -7.675831 5.238510 0.1 -0.3 0.1
H 1.036791 -9.908221 5.413140 -0.1 0.3 -0.5
H -0.198689 -9.196611 6.414750 0.0 0.4 0.0
H 1.458071 -9.436671 6.968790 -0.2 0.1 0.3
H -0.049469 -2.623371 3.123950 0.3 0.0 -0.2
H -1.023459 -3.199071 4.397710 -0.6 0.2 0.2
H -3.013879 -3.258161 2.425970 0.4 -0.6 0.2
H -1.760859 -2.423231 1.527070 0.2 -0.7 -0.4
H -3.129039 -0.828011 2.381060 -0.2 -0.1 0.1
H -1.627219 -0.710751 3.235840 0.2 0.1 0.1
H -3.830879 -2.484911 4.392040 -0.1 -0.2 -0.1
H -4.031809 -0.768611 4.461170 0.0 0.1 0.3
H -2.762409 -1.563381 5.400800 0.5 0.2 -0.3
H -1.696939 -6.936131 2.754320 -0.3 -0.2 -0.1
H -2.503009 -5.688421 1.813790 0.4 0.3 -0.1
H -3.001839 -4.692341 4.360210 0.1 0.1 0.0
H -2.845809 -6.385951 4.741500 0.0 -0.1 0.0
H -4.353519 -6.810711 2.746210 -0.5 0.0 -0.2
H -4.825849 -5.101901 2.799770 0.4 0.1 -0.2
H -6.449349 -5.931291 3.916760 -0.5 -0.4 0.5
H -5.535599 -5.682461 5.399440 0.4 0.2 -0.2
H -5.577549 -7.303011 4.669300 -0.2 0.1 0.1
C -4.643799 0.411379 -0.891700 -0.7 -1.1 0.7
C -5.124789 1.409509 -1.915670 0.7 0.8 -0.7
C -5.933319 2.648209 -1.475720 -0.1 0.5 -0.6
C -5.121339 3.915299 -1.093200 -0.1 -0.8 1.4
P -6.101009 5.361609 -0.509240 -0.6 0.3 1.3
C -6.011139 6.629189 -1.808640 -0.7 -2.0 1.0
C -6.576889 6.178609 -3.192450 1.5 2.0 0.1
C -5.603229 6.866409 -4.181140 -0.6 0.3 -1.4
C -4.321909 6.099319 -4.358110 0.4 -0.8 0.2
C -7.891649 4.930539 -0.255280 0.9 0.3 -1.3
C -8.821909 6.161359 -0.058800 0.8 -1.3 1.3
C -10.320189 5.874109 -0.197600 0.6 -0.4 -0.9
C -10.867979 4.683949 0.517820 -0.4 -0.5 2.4
C -5.359889 6.115769 1.050360 -0.1 -0.1 -0.5
C -5.662679 7.606269 1.260560 -0.6 0.1 -2.6
C -5.722409 8.179739 2.596420 0.8 -1.0 2.5
C -4.329649 8.156119 3.257590 -0.1 0.7 0.7
H -5.436739 -0.310891 -0.697570 -0.2 0.0 0.2
H -4.360619 0.773779 0.096520 0.1 0.5 -0.1
H -3.833419 -0.217851 -1.259740 0.2 0.2 -0.2
H -5.698609 0.921689 -2.703620 -0.2 -0.3 0.2
H -4.228049 1.687759 -2.469320 0.1 0.7 -0.1
H -6.653939 2.349479 -0.714430 0.2 0.2 0.4
H -6.551359 2.986199 -2.307520 -0.1 -0.4 -0.3
H -4.384019 4.218759 -1.836420 -0.3 0.2 -0.3
H -4.524119 3.652089 -0.220190 0.1 0.1 0.4
H -4.922909 6.664979 -1.757890 0.3 0.8 -0.7
H -6.475399 7.509369 -1.363850 0.2 0.2 -0.5
H -7.585029 6.560479 -3.353510 0.0 -0.1 0.2
H -6.552309 5.114519 -3.427410 0.0 -0.1 0.5
H -5.356149 7.915129 -4.016100 -0.2 0.0 1.0
H -6.097059 6.989049 -5.145080 -0.1 -0.5 -0.3
H -3.891819 5.782749 -3.407890 0.1 0.3 0.3
H -3.534739 6.643109 -4.880370 -0.2 0.0 -0.1
H -4.514679 5.147369 -4.852800 0.0 0.0 -0.4
H -8.038899 4.105499 0.441650 0.1 0.3 0.2
H -8.024119 4.505779 -1.250330 -0.6 -0.3 -0.3
H -8.451059 7.030999 -0.601300 -0.4 -0.1 -0.3
H -8.642609 6.383089 0.993240 -0.2 0.5 0.3
H -10.585389 5.586059 -1.214850 0.1 1.2 -0.6
H -10.801479 6.758149 0.220670 -0.4 0.0 -0.7
H -10.507469 3.674759 0.318650 0.2 0.2 -0.7
H -11.956499 4.667959 0.463370 0.0 -0.1 -0.4
H -10.706129 4.795299 1.589970 0.2 0.0 0.3
H -4.275769 6.049259 0.958920 0.0 -0.7 0.1
H -5.749429 5.491419 1.854450 0.3 -0.2 0.1
H -6.638339 7.832389 0.830370 0.0 0.2 -0.5
H -4.873999 8.167779 0.759760 -0.2 0.1 -0.8
H -6.351359 7.510809 3.183840 -0.3 0.2 0.4
H -6.180409 9.168829 2.590910 0.2 0.0 0.0
H -4.393359 8.282489 4.338370 -0.2 -0.1 0.1
H -3.692399 8.988489 2.958940 0.0 0.1 -0.5
H -3.766099 7.237789 3.092720 -0.3 -0.2 -0.2
C 3.364671 -3.494081 -1.312020 0.3 0.3 1.1
C 2.297521 -2.559441 -1.853680 0.6 1.0 0.7
C 2.092751 -1.292641 -0.963300 -0.3 0.2 -0.2
C 0.987671 -0.291081 -1.463320 -0.5 -1.3 1.6
N 0.550771 0.766269 -0.428630 0.7 1.2 0.0
C -0.206319 0.256489 0.814330 -0.2 0.2 -0.7
C -1.108439 1.455009 1.292730 1.0 -0.3 0.2
C -1.100739 2.520119 0.159740 -0.8 -1.4 -0.4
C -0.463819 1.760899 -1.030670 0.3 0.9 0.1
C 1.772341 1.625419 -0.038720 -1.0 -0.3 -1.1
H 4.357001 -3.057891 -1.426510 0.2 -0.1 -0.6
H 3.274191 -4.470721 -1.787510 0.3 0.1 0.0
H 3.339651 -3.608411 -0.228330 -0.5 -0.3 0.2
H 1.345971 -3.091011 -1.862870 -0.1 0.1 -0.7
H 2.774561 -2.291541 -2.796430 -1.1 0.2 -0.6
H 3.018181 -0.743501 -0.789700 0.3 -0.2 -0.2
H 1.817531 -1.716441 0.002490 -0.2 0.4 0.3
H 0.081301 -0.892771 -1.530910 -0.2 0.0 -0.7
H 1.230281 0.210289 -2.400260 -0.1 0.1 0.2
H 0.487591 -0.184941 1.529680 0.2 0.4 0.0
H -0.779929 -0.581371 0.418020 -0.4 0.1 0.0
H -0.713379 1.926379 2.192630 0.3 -0.2 0.1
H -2.078119 1.087379 1.628400 -0.1 0.1 -0.5
H -0.699859 3.484129 0.472920 0.4 -0.3 -0.4
H -2.122269 2.722579 -0.162090 0.0 0.2 0.2
H 0.028261 2.386879 -1.775050 0.4 0.2 0.3
H -1.250799 1.295929 -1.624450 0.1 -0.9 0.5
H 1.459571 2.383099 0.679750 0.2 -0.4 0.2
H 1.992301 2.156779 -0.964660 0.3 0.1 0.1
H 2.623411 0.996939 0.223570 -0.4 0.1 0.5
C 2.190551 -6.201351 -4.730650 0.4 0.6 -0.6
C 3.655231 -5.720861 -4.524850 -1.7 0.3 -0.2
C 4.438121 -6.880841 -3.962280 1.7 0.3 -0.7
C 5.982551 -6.546551 -3.925550 -1.2 -0.9 0.6
N 6.816781 -7.667661 -3.385610 0.2 -2.7 2.4
C 8.333151 -7.558071 -3.675360 -2.4 2.5 -0.7
C 8.868081 -8.861211 -3.404230 1.9 -2.3 1.7
C 7.822871 -9.921031 -3.821340 0.9 0.0 1.0
C 6.574471 -9.123171 -3.916130 -1.2 1.6 -2.4
C 6.617321 -7.732431 -1.842200 -0.5 0.5 -0.1
H 1.637521 -5.564971 -5.421500 0.0 0.4 0.2
H 1.659451 -6.194221 -3.778810 -0.1 -0.4 -0.1
H 2.154291 -7.153341 -5.260270 0.0 -0.3 0.5
H 3.586731 -4.867021 -3.850790 0.4 -0.1 0.3
H 4.025811 -5.280071 -5.450310 0.4 -0.5 -0.2
H 4.286221 -7.733671 -4.623870 0.0 -0.1 0.0
H 4.014891 -7.144721 -2.993090 0.3 0.0 0.1
H 6.115011 -5.743781 -3.200210 0.3 0.3 -0.4
H 6.394431 -6.310071 -4.906630 -0.3 0.2 0.0
H 8.607371 -6.702971 -3.057530 0.7 -0.2 -0.3
H 8.398831 -7.345101 -4.742330 0.0 0.4 0.0
H 9.096121 -8.921081 -2.340040 0.0 -0.3 0.1
H 9.834931 -9.005831 -3.886300 -0.1 0.0 -0.1
H 7.665271 -10.742791 -3.122800 0.6 0.1 0.1
H 8.116321 -10.337271 -4.785040 -0.3 -0.1 0.1
H 5.639851 -9.591661 -3.607750 0.2 0.4 0.4
H 6.529951 -8.946751 -4.990840 -0.9 0.2 -0.1
H 7.045961 -6.842651 -1.381040 0.5 -0.2 -0.2
H 6.927621 -8.650211 -1.342710 0.7 0.0 -0.6
H 5.574471 -7.689681 -1.528000 -0.3 0.1 -0.9
C 9.110401 1.846159 5.586740 -0.5 1.4 -0.5
C 7.858621 1.023209 5.812020 0.8 -0.9 -1.1
C 6.537751 1.786269 5.794630 -0.4 -0.9 0.2
C 5.349551 0.850879 6.146820 0.1 0.8 0.2
N 4.000741 1.567939 6.052840 -1.1 -0.5 -0.8
C 2.813131 0.554439 5.961580 -0.3 -0.3 0.6
C 1.572081 1.253379 5.315380 1.7 -1.9 2.1
C 2.224151 2.131019 4.318120 0.2 2.0 -0.5
C 3.701701 2.330149 4.682200 1.2 -1.7 1.5
C 3.884821 2.494289 7.250040 -1.6 -1.2 -1.0
H 10.000141 1.221039 5.511360 0.0 0.3 0.3
H 9.187931 2.722139 6.230750 0.5 -0.5 0.8
H 9.002741 2.392649 4.649810 0.1 -0.3 -0.6
H 8.073421 0.266279 6.566350 -0.7 0.4 0.7
H 7.854901 0.411399 4.909920 -0.4 -0.4 -0.1
H 6.411871 2.108489 4.760980 0.0 0.3 0.0
H 6.566461 2.672529 6.428530 0.0 0.0 0.1
H 5.375361 0.560919 7.197230 0.3 -0.1 0.0
H 5.348141 -0.073541 5.569290 -0.2 0.2 -0.4
H 2.562841 0.117739 6.928400 0.3 0.3 0.3
H 3.098451 -0.295551 5.341730 0.6 0.3 -0.3
H 1.070231 1.769099 6.134090 -0.3 0.2 -0.4
H 0.959001 0.423979 4.962760 -0.2 0.4 -0.3
H 1.743071 3.103129 4.426150 -0.1 0.2 -0.6
H 2.180611 1.781859 3.286470 -0.2 -0.1 0.2
H 4.050091 3.349549 4.848150 0.0 -0.1 -0.5
H 4.340891 1.698209 4.065590 0.0 0.7 -0.7
H 4.701851 3.211929 7.324640 -0.3 -0.1 -0.2
H 3.771261 1.860679 8.129670 0.4 0.2 0.1
H 2.889791 2.890459 7.047420 0.2 0.9 0.6
C 3.947451 4.441869 0.135330 0.6 0.1 -1.0
C 2.872331 5.507449 -0.012740 -0.3 -1.9 -0.5
C 2.721831 6.224869 1.262510 0.1 2.0 0.6
C 2.008371 7.593899 1.056290 -0.7 -1.1 1.5
N 1.583181 8.184559 2.422190 0.2 -0.2 0.6
C 0.426901 7.361599 3.073530 1.1 -0.3 0.0
C -0.842199 7.645689 2.253180 0.5 -0.1 1.7
C -0.552859 9.032929 1.725580 -0.5 0.7 -0.9
C 0.781541 9.501959 2.306630 0.8 -0.8 -0.9
C 2.864051 8.321449 3.316150 -1.9 0.3 -1.2
H 4.945721 4.872809 0.058870 0.1 0.0 0.3
H 3.882331 3.737539 -0.693990 0.0 -0.1 -0.1
H 3.850011 3.856799 1.049820 0.0 0.2 0.2
H 1.981901 4.890449 -0.133300 -0.6 0.6 -0.6
H 2.997591 6.149049 -0.884960 0.1 -0.1 0.0
H 3.716361 6.473339 1.633010 0.2 -0.2 0.3
H 2.238261 5.539539 1.958630 -0.1 0.3 0.3
H 1.075061 7.452429 0.511290 0.2 0.2 -0.4
H 2.717521 8.264559 0.571080 -0.4 0.2 0.0
H 0.344161 7.821689 4.058200 -0.1 0.1 0.0
H 0.706001 6.327269 3.274420 0.1 0.0 -0.5
H -1.606189 7.706729 3.028230 -0.3 -0.2 -0.3
H -1.162049 6.927759 1.497960 0.4 0.0 0.0
H -1.371109 9.720129 1.940800 0.2 0.1 0.1
H -0.516039 8.962149 0.638500 0.2 0.3 -0.1
H 0.741211 9.904159 3.318910 -0.1 0.1 -0.1
H 1.331081 10.158999 1.632540 -0.1 0.2 0.2
H 3.568461 8.895509 2.714190 0.1 -0.3 0.1
H 3.208451 7.310349 3.533360 0.0 0.4 0.2
H 2.585191 8.936699 4.171610 0.1 -0.4 0.2
C -3.104799 2.273089 -5.206640 0.7 -0.6 0.4
C -2.310959 0.993759 -4.687200 -2.0 1.4 -0.9
C -1.494489 0.384009 -5.809170 1.8 0.5 1.0
C -0.746389 -0.823711 -5.173960 -0.8 -1.6 -2.5
N 0.308591 -1.533591 -6.078260 0.7 0.7 0.0
C 0.979641 -2.672921 -5.285900 -0.2 -0.9 -1.6
C 2.437081 -2.704161 -5.737360 0.7 1.5 0.9
C 2.702411 -1.428951 -6.572430 -1.2 -0.8 -0.9
C 1.485101 -0.543861 -6.312960 0.0 -0.7 0.5
C -0.254099 -2.055401 -7.464170 -0.1 -0.3 1.3
C -1.457849 -3.044741 -7.321110 1.4 0.3 -1.0
C -1.678819 -3.719701 -8.680740 -0.9 0.8 -0.4
H -2.448069 3.124739 -5.029120 -0.2 0.2 0.2
H -4.049259 2.417379 -4.681980 0.1 0.0 0.1
H -3.309989 2.324009 -6.275940 0.0 -0.5 -0.1
H -2.987499 0.190529 -4.395290 -0.3 0.2 0.3
H -1.847229 1.376209 -3.777920 0.8 -0.5 -0.2
H -0.800459 1.101769 -6.246500 0.3 0.3 0.2
H -2.187899 0.218769 -6.633780 0.0 -1.0 0.1
H -1.488749 -1.618691 -5.103320 0.0 0.0 0.9
H -0.223799 -0.712861 -4.223850 -0.4 0.6 -0.1
H 0.603681 -3.646281 -5.601070 -0.9 0.4 0.2
H 0.784011 -2.593741 -4.216520 0.1 0.3 -0.2
H 2.767811 -3.600951 -6.261280 -0.3 0.0 0.1
H 3.042101 -2.560111 -4.842200 0.2 -0.5 0.0
H 2.604471 -1.702921 -7.622880 0.9 0.1 -0.1
H 3.671171 -1.009711 -6.300690 -0.3 0.3 -0.4
H 1.184031 0.161079 -7.087890 0.2 -0.1 0.0
H 1.707081 -0.023621 -5.381200 -0.7 0.2 0.1
H 0.568991 -2.519191 -8.007800 0.2 -0.2 0.4
H -0.487479 -1.186771 -8.079900 -0.4 0.2 0.4
H -2.332919 -2.451981 -7.054700 -0.1 -0.4 0.2
H -1.275169 -3.884501 -6.650630 0.0 0.6 0.7
H -1.828539 -2.953111 -9.441010 0.0 0.0 -0.2
H -2.623939 -4.259831 -8.624980 0.1 -0.2 -0.1
H -0.914989 -4.389981 -9.074930 0.2 0.0 0.5
N 3.257911 -1.904461 3.030660 3.3 -1.3 0.8
O 4.369221 -1.857271 3.606730 0.2 1.3 0.6
O 2.694471 -0.903571 2.647440 -1.6 2.6 -0.6
O 2.835611 -3.015731 2.806260 -2.2 -2.3 -0.8
N -4.660509 2.448189 2.524680 -4.1 -2.2 1.7
O -5.756579 2.805099 2.242450 -5.8 3.0 -2.6
O -4.633109 1.455789 3.186380 2.4 -4.7 2.8
O -3.745069 3.067609 2.202980 7.8 4.0 -2.4
N 3.812501 1.188719 -3.155150 2.2 2.1 -1.1
O 2.783471 1.765699 -3.458320 -1.6 0.1 0.4
O 4.118901 0.274999 -3.911000 -0.1 -1.5 0.0
O 4.619781 1.676149 -2.397160 -0.5 -0.7 0.7
N -0.917809 6.347199 -1.298320 0.3 0.3 0.3
O -2.052109 6.435409 -0.809110 -1.0 0.0 0.3
O -0.404239 5.240449 -1.483410 0.3 -1.3 -0.2
O -0.264939 7.366549 -1.555040 0.3 0.7 0.1
N -1.474029 -3.760001 -2.671540 1.1 -2.1 0.4
O -1.302569 -4.777061 -1.997340 0.0 -1.0 1.5
O -1.598899 -2.675141 -2.160580 -0.4 3.2 1.7
O -1.419229 -3.870581 -3.874000 -0.1 0.2 -3.5
```
Positions in Å, forces in eV/Å.